1.
Here is a structure of composition C44H63BCaN9S4SiTe at a distorted geometry from the OMol25 dataset. Energies are from ωB97M-V with the def2-TZVPD basis set.

Values from the calculation:
ΔE to the lowest compared entry with this formula, charge and spin = 57.0 kcal/mol
Total charge = +1
Frontier orbital gap (spin up / spin down) = 4.398 / 7.069 eV
Multiplicity = 1
Highest occupied orbital energy (spin up / spin down) = -8.29 / -9.94 eV

Structure (XYZ):
```
124
C44H63BCaN9S4SiTe, DFT ωB97M-V with the def2-TZVPD basis set
Ca -1.3077 -0.5653 1.6114
C 1.3728 -4.6295 -0.7984
C 1.2899 -3.1819 -1.1660
C 1.5136 -2.7376 -2.4436
C 1.3395 -1.3637 -2.7416
N 1.1093 -0.4919 -1.8069
N 1.0650 -0.8888 -0.5129
B 1.2084 0.1880 0.4458
N 1.1048 1.5892 -0.0852
N 2.3241 2.0935 -0.3444
C 2.4371 3.2626 -0.8946
C 1.2930 4.0764 -1.1115
C 0.0542 3.5783 -0.8551
C -1.1914 4.3793 -1.0476
C -0.0453 2.2240 -0.3953
S -1.5516 1.4622 -0.2664
C 3.8076 3.7104 -1.3686
C 3.7216 3.8785 -2.8961
C 4.1921 5.0483 -0.7249
C 4.8658 2.6568 -1.0402
N 2.1217 -0.0483 1.6048
N 3.2508 -0.6724 1.2487
C 4.1263 -0.9976 2.1515
C 3.8630 -0.7712 3.5261
C 2.7046 -0.1606 3.9054
C 2.3209 0.0335 5.3348
C 1.8086 0.2765 2.8824
S 0.3886 1.1287 3.2113
C 5.4202 -1.5976 1.6244
C 5.0958 -2.7910 0.7160
C 6.3569 -2.0407 2.7476
C 6.1193 -0.5075 0.7939
C 1.0069 -2.2239 -0.1558
S 0.5863 -2.6616 1.4322
C 1.5246 -0.7846 -4.1387
C 2.9371 -0.1751 -4.1601
C 0.4815 0.3130 -4.3825
C 1.4117 -1.8572 -5.2226
H 1.3088 -5.2664 -1.6793
H 0.5901 -4.8907 -0.0877
H 2.3254 -4.8297 -0.3017
H 1.7923 -3.4374 -3.2181
H 1.4072 5.0875 -1.4780
H -0.9628 5.3823 -1.4018
H -1.7417 4.4366 -0.1071
H -1.8504 3.8865 -1.7630
H 3.0204 4.6640 -3.1817
H 3.4041 2.9478 -3.3693
H 4.7043 4.1462 -3.2862
H 3.5011 5.8467 -0.9989
H 5.1866 5.3376 -1.0655
H 4.2108 4.9627 0.3626
H 4.6035 1.6965 -1.4837
H 4.9514 2.5159 0.0374
H 5.8317 2.9748 -1.4337
H 4.5573 -1.1155 4.2792
H 3.0607 -0.4059 6.0013
H 1.3451 -0.4217 5.5164
H 2.2190 1.0954 5.5629
H 4.6094 -3.5902 1.2794
H 6.0183 -3.1861 0.2880
H 4.4373 -2.4804 -0.0951
H 5.8970 -2.7940 3.3899
H 6.6738 -1.1934 3.3585
H 7.2503 -2.4813 2.3056
H 5.4893 -0.2065 -0.0424
H 7.0658 -0.8884 0.4070
H 6.3312 0.3719 1.4059
H 3.0231 0.5925 -3.3902
H 3.1427 0.2725 -5.1342
H 3.6928 -0.9398 -3.9670
H 0.5368 1.0706 -3.6024
H -0.5261 -0.1077 -4.3792
H 0.6600 0.7864 -5.3489
H 2.2527 -2.5513 -5.1840
H 1.4202 -1.3839 -6.2042
H 0.4825 -2.4212 -5.1242
N -2.0346 -3.4971 -0.8657
N -3.4006 -3.8337 -0.7303
C -3.9969 -3.8179 0.4745
N -5.3450 -3.8499 0.4865
S -3.1081 -3.7873 1.8905
H -1.5833 -4.2402 -1.3903
H -1.6557 -3.5403 0.0838
H -3.9527 -3.6393 -1.5522
H -5.8823 -3.9989 -0.3524
H -5.7909 -4.0381 1.3667
C -5.5934 -1.0945 -2.5269
Te -3.6247 -0.4345 -1.8862
C -4.4849 1.5126 -2.2352
C -5.6527 1.3188 -3.1595
C -6.2091 2.3860 -3.8565
C -7.2926 2.1849 -4.6962
C -7.8285 0.9138 -4.8469
C -7.2793 -0.1515 -4.1526
C -6.1924 0.0438 -3.3066
H -6.2104 -1.3189 -1.6542
H -5.5275 -1.9951 -3.1383
H -3.7276 2.1688 -2.6590
H -4.8044 1.9385 -1.2832
H -5.7862 3.3775 -3.7475
H -7.7099 3.0191 -5.2445
H -8.6660 0.7541 -5.5130
H -7.6896 -1.1473 -4.2732
C -4.0522 1.8165 2.8227
Si -3.5355 0.0533 3.2774
C -5.0458 -1.0857 3.3142
C -2.5871 -0.0050 4.9011
C -2.1026 -1.2217 5.3923
C -1.4499 -1.2842 6.6121
C -1.2552 -0.1284 7.3571
C -1.7085 1.0903 6.8705
C -2.3679 1.1502 5.6532
H -4.7602 2.2130 3.5549
H -4.5354 1.8434 1.8452
H -3.1861 2.4804 2.7896
H -5.7688 -0.7181 4.0472
H -4.7626 -2.0989 3.5954
H -5.5359 -1.1304 2.3402
H -2.2542 -2.1357 4.8241
H -1.0962 -2.2366 6.9861
H -0.7490 -0.1765 8.3123
H -1.5478 1.9973 7.4385
H -2.7194 2.1092 5.2903
```

Löwdin population analysis, charges in e, atoms 1 to 5: number 1, Ca, carries 0.759; number 2, C, carries -0.064; number 3, C, carries -0.274; number 4, C, carries 0.058; number 5, C, carries -0.206

***

2.
Here is a structure of composition C44H63BCaN9S4SiTe from the OMol25 dataset. Energies are from ωB97M-V with the def2-TZVPD basis set.

Values from the calculation:
ΔE to the lowest compared entry with this formula, charge and spin = 62.7 kcal/mol
Total charge = +1
Frontier orbital gap = 4.702 eV
Multiplicity = 1
Highest occupied orbital energy = -8.69 eV

Structure (XYZ):
```
124
C44H63BCaN9S4SiTe, DFT ωB97M-V with the def2-TZVPD basis set
Ca -0.0585 -1.9155 0.4605
C -4.6903 1.0802 1.7695
C -3.7371 1.4945 0.6966
C -4.1112 2.2543 -0.3622
C -3.1840 2.5747 -1.3989
N -1.9461 2.2141 -1.3036
N -1.5569 1.5070 -0.2134
B -0.0669 1.3750 -0.3072
N 0.7693 2.2831 0.5188
N 0.8164 3.5154 -0.0385
C 1.4738 4.4336 0.5901
C 2.0521 4.1655 1.8753
C 2.0516 2.9157 2.3944
C 2.6605 2.5660 3.7134
C 1.4441 1.8728 1.6060
S 1.5806 0.2453 1.9636
C 1.6299 5.7915 -0.0757
C 1.0274 5.7783 -1.4809
C 0.9285 6.8587 0.7752
C 3.1315 6.1083 -0.1708
N 0.5360 0.8331 -1.5173
N 1.8087 1.3011 -1.7232
C 2.3220 1.1813 -2.8943
C 1.5694 0.6206 -3.9872
C 0.3813 0.0198 -3.7657
C -0.4098 -0.6433 -4.8508
C -0.1184 0.0101 -2.4136
S -1.3782 -0.9772 -1.9407
C 3.7445 1.6692 -3.0994
C 4.5861 0.5048 -3.6420
C 4.3436 2.1584 -1.7806
C 3.7215 2.8252 -4.1121
C -2.3697 1.0462 0.7532
S -1.7973 -0.0101 1.9355
C -3.6156 3.3216 -2.6502
C -4.7185 2.4997 -3.3375
C -2.4422 3.4965 -3.6133
C -4.1604 4.6989 -2.2480
H -5.6529 1.5736 1.6417
H -4.2873 1.3141 2.7558
H -4.8327 -0.0015 1.7381
H -5.1339 2.6039 -0.4303
H 2.4876 4.9797 2.4417
H 3.0404 3.4555 4.2129
H 3.4721 1.8481 3.5741
H 1.9220 2.0757 4.3505
H -0.0555 5.6437 -1.4418
H 1.4421 4.9621 -2.0764
H 1.2453 6.7250 -1.9780
H -0.1422 6.6542 0.8484
H 1.0585 7.8398 0.3139
H 1.3394 6.9089 1.7863
H 3.6651 5.3215 -0.7097
H 3.5877 6.2141 0.8153
H 3.2744 7.0479 -0.7075
H 1.9725 0.6588 -4.9915
H 0.0961 -0.5393 -5.8086
H -1.4052 -0.1990 -4.9188
H -0.5585 -1.7022 -4.6359
H 4.5755 -0.3375 -2.9462
H 5.6202 0.8289 -3.7684
H 4.2250 0.1531 -4.6112
H 4.3483 1.3672 -1.0290
H 3.7687 2.9960 -1.3800
H 5.3697 2.4861 -1.9525
H 3.4132 2.4939 -5.1067
H 4.7206 3.2549 -4.1974
H 3.0384 3.6134 -3.7853
H -4.3596 1.4964 -3.5821
H -5.0224 2.9920 -4.2629
H -5.6037 2.4003 -2.7055
H -2.0251 2.5286 -3.9020
H -1.6414 4.0834 -3.1597
H -2.7880 4.0087 -4.5125
H -5.0098 4.6171 -1.5661
H -4.4978 5.2337 -3.1373
H -3.3860 5.2968 -1.7616
N 0.0992 -4.1065 -2.1817
N -0.6414 -5.1224 -1.5453
C -1.9695 -5.2709 -1.7211
N -2.5544 -6.1409 -0.8591
S -2.8380 -4.4422 -2.8793
H -0.5872 -3.5682 -2.7111
H 0.6922 -4.5671 -2.8635
H -0.2196 -5.4460 -0.6879
H -1.9893 -6.8208 -0.3744
H -3.4781 -6.4385 -1.1215
C -4.8208 -4.6170 1.8884
Te -3.6047 -3.0108 1.1463
C -2.3170 -3.4535 2.8109
C -2.9599 -4.5775 3.5821
C -2.3586 -5.0655 4.7420
C -2.9378 -6.1029 5.4516
C -4.1308 -6.6628 5.0076
C -4.7323 -6.1824 3.8576
C -4.1516 -5.1397 3.1354
H -4.9263 -5.3926 1.1307
H -5.8110 -4.2219 2.1082
H -2.1885 -2.5618 3.4249
H -1.3379 -3.7640 2.4392
H -1.4337 -4.6201 5.0913
H -2.4611 -6.4745 6.3494
H -4.5938 -7.4685 5.5638
H -5.6650 -6.6151 3.5128
C 1.0622 -5.2570 2.6026
Si 1.7080 -3.8743 1.4609
C 2.7650 -4.7766 0.1579
C 2.9056 -2.8535 2.5234
C 2.6130 -2.5464 3.8570
C 3.4702 -1.7723 4.6281
C 4.6441 -1.2741 4.0771
C 4.9551 -1.5617 2.7538
C 4.0947 -2.3417 1.9907
H 1.8893 -5.8541 3.0032
H 0.3921 -5.9374 2.0650
H 0.5053 -4.8626 3.4579
H 3.6666 -5.2045 0.6111
H 3.0800 -4.1135 -0.6526
H 2.2013 -5.6002 -0.2940
H 1.6953 -2.9176 4.3051
H 3.2240 -1.5572 5.6622
H 5.3150 -0.6703 4.6768
H 5.8745 -1.1849 2.3188
H 4.3568 -2.5579 0.9586
```

Löwdin population analysis, charges in e, atoms 1 to 5: number 1, Ca, carries 0.794; number 2, C, carries -0.055; number 3, C, carries -0.226; number 4, C, carries 0.080; number 5, C, carries -0.197

***

no.,E_tot (eV)
1,-137686.577
2,-137686.329